Record 1
A 2-piece molecular cluster, C6H8 overall at a distorted geometry, computed with ωB97M-V/def2-TZVPD.

```
! RIJCOSX wB97M-V def2-TZVPD def2/J DEFGRID3
* xyz 0 1
C 2.554 -0.875 0.086
C 2.582 0.201 -0.757
C 3.203 0.398 0.413
H 2.147 0.806 -1.562
H 3.905 0.798 1.073
C -0.321 0.783 0.267
C -1.443 0.175 -0.169
C -2.256 -0.763 0.692
H 0.340 1.206 -0.385
H -0.103 0.723 1.322
H -1.701 0.246 -1.238
H -3.144 -0.148 0.924
H -1.798 -1.283 1.504
H -2.555 -1.560 0.036
*
```

Calculated values
ΔE to the lowest compared entry with this formula, charge and spin = 115.5 kcal per mole
Kohn-Sham gap = 0.358 Ha
SMILES = C1=CC=1.C=CC
E_HOMO = -9.00 eV
E_tot = -233.202919 hartree

Atom charges from the Löwdin analysis, given in e for atoms 1 to 4:
1 C 0.01
2 C -0.16
3 C -0.03
4 H 0.10


Record 2
A 10-piece molecular cluster, C23H56BrNO13S overall, computed with ωB97M-V/def2-TZVPD.

```
! RIJCOSX wB97M-V def2-TZVPD def2/J DEFGRID3
* xyz 0 1
C 1.156 2.357 1.344
C 1.331 1.739 -0.031
Br 3.127 2.235 -0.677
C 0.269 2.210 -1.041
C -0.561 1.034 -1.597
C -1.456 0.315 -0.526
C -0.902 -1.107 -0.236
C -0.098 -1.229 1.066
O 1.165 -1.800 0.750
C -2.969 0.260 -0.850
C -3.722 1.416 -0.214
C -4.305 1.184 1.030
C -4.963 2.215 1.682
N -5.091 3.442 1.180
C -4.521 3.663 0.000
C -3.832 2.701 -0.732
C -3.207 0.035 -2.327
O -2.843 1.186 -3.103
S -1.335 1.663 -3.118
O -0.672 1.012 -4.207
O -1.407 3.089 -3.081
H 1.970 2.091 2.016
H 0.206 2.026 1.775
H 1.099 3.443 1.254
H 1.390 0.656 0.020
H -0.397 2.935 -0.568
H 0.760 2.708 -1.873
H 0.140 0.304 -2.002
H -1.369 0.896 0.395
H -1.717 -1.832 -0.206
H -0.237 -1.430 -1.038
H -0.627 -1.842 1.800
H 0.064 -0.240 1.502
H 1.597 -2.083 1.571
H -3.358 -0.638 -0.363
H -4.267 0.207 1.498
H -5.415 2.030 2.650
H -4.614 4.666 -0.400
H -3.405 2.983 -1.682
H -4.261 -0.128 -2.544
H -2.645 -0.835 -2.683
C 0.016 2.193 -7.538
O 1.269 2.039 -6.893
H 0.200 2.660 -8.504
H -0.472 1.227 -7.698
H -0.654 2.831 -6.955
H 1.101 1.640 -6.032
C 4.467 -1.777 1.797
O 3.278 -1.629 2.572
H 4.161 -2.047 0.788
H 5.030 -0.842 1.751
H 5.093 -2.566 2.213
H 3.537 -1.398 3.469
C -9.030 1.600 0.596
O -8.087 1.072 1.517
H -10.012 1.494 1.051
H -8.850 2.659 0.396
H -9.025 1.053 -0.351
H -7.209 1.171 1.136
C -3.290 2.618 -8.657
O -4.140 2.685 -9.795
H -3.928 2.697 -7.781
H -2.749 1.669 -8.612
H -2.571 3.441 -8.641
H -3.595 2.618 -10.584
C 7.247 2.633 -1.972
O 6.032 3.361 -2.035
H 8.030 3.291 -2.343
H 7.497 2.342 -0.947
H 7.221 1.738 -2.600
H 5.325 2.794 -1.709
C -5.947 -1.550 3.346
O -4.581 -1.140 3.295
H -6.448 -1.112 2.485
H -6.043 -2.637 3.295
H -6.441 -1.187 4.250
H -4.128 -1.506 4.059
C 2.758 -5.472 1.654
O 1.722 -4.944 0.844
H 2.589 -6.544 1.732
H 3.747 -5.307 1.215
H 2.747 -5.042 2.661
H 1.852 -3.992 0.771
C 6.414 -4.251 4.495
O 5.126 -3.644 4.403
H 7.138 -3.497 4.193
H 6.631 -4.558 5.518
H 6.498 -5.108 3.822
H 4.472 -4.293 4.677
C 7.988 -3.635 8.263
O 6.655 -3.618 7.771
H 8.425 -4.583 7.958
H 8.587 -2.824 7.842
H 8.020 -3.574 9.354
H 6.247 -2.786 8.027
*
```

Calculated values
Kohn-Sham gap = 0.367 Ha
SMILES = C[C@H](Br)C[C@H]1[C@H](CCO)[C@@H](c2ccncc2)COS1(=O)=O.CO.CO.CO.CO.CO.CO.CO.CO.CO
E_HOMO = -9.80 eV
E_tot = -4914.850917 hartree

Atom charges from the Löwdin analysis, given in e for atoms 1 to 4:
1 C -0.15
2 C -0.70
3 Br 0.79
4 C -0.22


Record 3
C40H41N3O5 as an isolated structure at a distorted geometry, computed with ωB97M-V/def2-TZVPD.

```
! RIJCOSX wB97M-V def2-TZVPD def2/J DEFGRID3
* xyz 0 1
C 5.661 -3.934 0.233
O 6.169 -2.607 0.495
C 5.323 -1.553 0.357
C 4.014 -1.619 -0.122
C 3.084 -0.679 0.307
C 1.615 -0.948 0.126
C 0.989 -1.367 1.467
C 1.430 -2.731 2.000
O 2.580 -3.133 2.154
N 0.294 -3.430 2.299
C 0.364 -4.778 2.807
C -0.955 -2.828 1.847
C -1.575 -3.620 0.687
C -1.960 -2.730 3.006
N -0.465 -1.525 1.383
C -1.213 -0.497 0.939
C -2.554 -0.506 0.597
C -3.208 0.647 0.144
C -4.654 0.684 0.137
C -5.394 1.890 0.170
C -6.773 1.889 0.338
C -7.468 0.691 0.516
C -6.759 -0.516 0.476
C -5.392 -0.525 0.222
C 3.493 0.471 0.983
C 4.828 0.605 1.380
O 5.302 1.497 2.289
C 4.378 2.452 2.849
C 5.778 -0.351 0.948
O 7.080 -0.241 1.341
C 7.443 -0.740 2.665
H 6.491 -4.595 0.486
H 4.787 -4.152 0.865
H 5.395 -4.042 -0.828
H 3.680 -2.483 -0.704
H 1.099 -0.050 -0.247
H 1.457 -1.765 -0.596
H 1.234 -0.598 2.230
H 1.384 -4.964 3.143
H -0.332 -4.893 3.643
H 0.094 -5.506 2.032
H -0.816 -3.797 -0.087
H -1.950 -4.574 1.075
H -2.407 -3.073 0.237
H -1.448 -2.394 3.917
H -2.771 -2.032 2.776
H -2.392 -3.723 3.181
H -0.680 0.441 0.888
H -3.093 -1.427 0.821
H -2.611 1.626 0.260
H -4.898 2.844 0.127
H -7.307 2.832 0.369
H -8.544 0.690 0.717
H -7.261 -1.464 0.668
H -4.883 -1.486 0.134
H 2.746 1.219 1.272
H 4.990 3.067 3.510
H 3.925 3.072 2.062
H 3.590 1.943 3.423
H 8.518 -0.578 2.724
H 6.918 -0.160 3.431
H 7.203 -1.807 2.740
C -2.838 0.527 -4.988
C -1.627 0.386 -4.313
C -1.499 0.804 -2.986
C -2.562 1.451 -2.346
C -2.354 2.139 -1.009
C -0.890 2.529 -0.893
O -0.241 2.166 0.096
C -0.246 3.386 -1.920
C -0.913 4.046 -2.973
C -0.191 4.811 -3.885
C 1.194 4.912 -3.773
C 1.861 4.275 -2.724
C 1.149 3.535 -1.789
C -3.038 3.412 -1.025
N -3.547 4.465 -0.965
C -3.789 1.564 -3.014
C -3.923 1.104 -4.329
H -2.920 0.225 -6.033
H -0.755 -0.029 -4.817
H -0.538 0.688 -2.473
H -1.996 3.961 -3.068
H -0.735 5.326 -4.674
H 1.753 5.502 -4.491
H 2.937 4.352 -2.612
H 1.651 3.053 -0.946
H -4.642 2.040 -2.521
H -4.877 1.229 -4.839
*
```

Calculated values
Kohn-Sham gap = 0.213 Ha
E_HOMO = -6.47 eV
E_tot = -2089.088873 hartree

Atom charges from the Löwdin analysis, given in e for atoms 1 to 4:
1 C -0.04
2 O -0.07
3 C -0.19
4 C 0.01